(1)
117
Properties=species:S:1:pos:R:3:forces:R:3:mulliken_spin:R:1 method="wB97M-V/def2-TZVPD" total_energy_ha=-1904.01847 spin_multiplicity=2 lumo_energy_ev="2.180 / 2.126" total_charge=-1 gap_ev="1.7 / 9.7"
H 7.619 21.657 13.392 0.289 -0.109 -0.158 0.258
H 4.831 23.799 10.402 -0.089 0.017 0.261 0.059
H 10.449 20.774 9.632 0.193 -0.579 0.134 0.007
C 9.492 20.397 9.272 -0.593 1.420 0.420 -0.030
H 3.996 20.133 9.262 0.412 0.456 -0.142 0.070
C 5.583 18.099 12.172 0.898 -0.749 0.433 -0.104
C 9.024 22.289 4.126 -0.209 -1.873 0.686 0.001
H 8.133 21.979 3.579 -0.597 0.052 0.363 0.002
H 5.621 18.763 10.097 -0.229 0.320 0.161 0.001
H 9.566 23.293 9.384 0.327 -0.236 0.047 0.038
H 8.007 23.880 12.473 -0.063 -0.237 -0.185 0.130
H 11.071 15.290 8.410 -0.124 0.095 0.084 -0.003
H 10.602 25.017 11.403 -0.294 -0.418 -0.424 0.018
H 13.367 20.461 10.644 0.029 0.439 0.191 -0.006
C 11.901 17.984 7.852 0.644 -0.055 -0.033 0.010
H 6.549 21.095 9.944 -0.792 0.080 0.412 -0.042
C 6.967 25.820 7.780 0.475 -0.575 0.542 0.048
O 9.280 22.276 14.320 1.036 -0.014 -0.020 0.331
H 9.535 20.418 8.183 -0.085 -0.334 -0.077 -0.032
H 13.402 19.739 12.282 0.188 -0.043 -0.052 -0.003
H 5.006 22.750 9.046 -0.067 0.012 -0.311 0.061
H 7.748 18.029 12.443 0.109 -0.222 0.270 0.065
H 11.657 24.774 9.960 -0.270 -0.228 -0.077 0.002
C 11.248 25.496 10.668 0.039 -0.668 0.280 -0.002
H 3.448 23.563 9.341 -0.226 -0.355 0.108 0.027
H 8.595 24.323 4.036 -0.048 0.271 0.246 0.000
H 8.746 22.625 7.971 -0.038 0.149 -0.172 0.014
H 2.482 20.995 9.328 -0.183 0.099 0.080 -0.051
C 12.768 20.166 11.506 -0.354 -0.627 -0.144 -0.014
H 3.683 25.154 6.881 0.040 0.216 -0.505 -0.008
H 4.569 26.771 6.956 -0.243 -0.140 -0.461 0.006
C 12.046 15.595 8.791 -0.013 -1.024 -0.257 0.001
C 7.550 23.779 13.457 0.295 -0.030 0.281 0.339
C 8.663 22.784 9.046 0.497 0.578 -0.029 -0.039
H 6.912 19.136 13.585 -0.156 -0.461 0.184 -0.101
C 5.426 17.866 10.685 -0.082 0.390 -0.809 0.066
C 6.914 18.717 12.578 0.865 -0.286 -0.610 0.090
H 5.129 20.623 11.762 -0.450 -0.549 0.584 0.136
H 7.040 26.879 7.533 -0.073 -0.124 -0.551 -0.008
H 10.941 17.918 7.339 -0.011 -0.431 0.198 -0.001
O 11.154 20.567 13.175 0.979 -1.172 0.956 -0.066
C 7.911 22.426 14.107 -2.340 -0.053 0.028 -2.187
H 10.326 21.551 5.637 0.057 -0.061 0.232 -0.001
C 7.083 22.124 15.389 0.717 0.380 -0.331 1.452
H 4.569 18.782 13.639 -0.231 0.139 0.778 0.966
H 6.008 22.164 5.974 -0.287 0.517 -0.076 -0.004
H 12.067 19.043 8.051 -0.158 -0.026 0.588 0.002
H 13.341 21.973 13.536 0.193 -0.138 -0.081 0.016
H 13.402 17.249 10.494 0.307 0.050 0.072 0.005
H 4.675 21.490 7.021 -0.413 0.830 -0.229 0.042
H 11.473 17.330 9.899 -0.591 0.008 -0.199 -0.001
H 10.678 26.238 10.110 0.103 0.191 0.190 0.004
C 3.981 21.813 10.685 0.081 0.762 -0.935 0.319
C 12.140 17.079 9.074 -0.475 0.337 -0.314 0.020
C 5.376 21.308 6.206 -0.908 -0.229 -0.909 -0.062
H 2.981 19.858 10.588 -0.129 0.244 0.395 -0.187
O 10.002 22.462 3.138 1.079 0.395 -0.680 -0.002
C 11.894 21.207 12.149 -0.581 0.716 0.601 0.051
H 6.544 20.587 7.553 0.297 0.087 0.669 0.000
H 13.374 26.503 9.861 0.037 0.023 -0.100 0.001
O 6.103 25.225 5.617 0.724 0.101 -0.168 0.021
H 11.406 26.016 13.327 -0.596 -0.105 -0.255 0.007
H 13.099 25.315 11.757 -0.199 -0.328 0.325 0.009
H 12.110 23.141 13.214 -0.202 0.094 -0.230 0.033
H 3.814 21.637 4.645 0.227 0.212 -0.007 -0.002
H 8.070 23.636 5.584 -0.290 -0.331 -0.335 0.002
H 12.790 15.174 8.115 0.139 0.767 -0.659 0.000
H 7.253 22.946 16.085 -0.231 0.105 0.267 -0.102
C 12.385 26.085 11.467 -0.069 0.155 -0.795 -0.037
H 9.784 20.224 4.645 0.063 0.123 -0.668 -0.001
C 9.464 21.165 5.093 0.006 0.244 0.230 0.001
H 7.940 25.336 7.699 0.103 0.115 -0.639 0.018
C 3.323 20.662 9.936 -0.539 -0.140 -0.229 0.241
H 5.370 17.156 12.675 0.764 -0.489 0.006 0.141
H 6.016 21.997 15.205 -0.017 0.270 -0.239 0.002
H 7.393 21.204 15.885 0.278 -0.059 -0.195 -0.157
H 8.705 20.822 5.795 -0.278 0.489 0.105 0.001
C 8.839 23.598 4.813 -0.181 0.752 0.212 0.003
H 11.108 27.556 12.446 -0.053 -0.150 -0.139 -0.007
H 12.117 19.375 11.132 -0.017 -0.173 0.081 0.015
H 3.377 22.224 11.493 -0.229 -0.585 0.341 0.037
H 9.569 22.857 15.028 -0.057 0.140 0.179 -0.040
H 3.977 19.986 5.173 -0.034 -0.081 0.111 -0.001
H 10.572 21.208 13.590 -0.436 0.255 0.137 0.081
C 4.548 20.880 4.922 0.655 -0.351 1.435 0.014
H 7.919 24.642 14.012 0.116 -0.060 0.435 -0.026
H 9.171 19.430 9.660 0.467 -0.036 -0.055 0.081
H 6.121 17.167 10.220 0.334 -0.346 0.643 -0.073
O 4.605 18.938 12.692 -1.561 1.473 -1.093 -1.400
H 12.715 17.755 7.164 -0.124 -0.256 -0.369 -0.004
H 12.289 14.962 9.645 -0.458 0.373 0.654 -0.003
C 4.293 23.058 9.811 0.640 -0.705 0.059 -0.039
H 10.229 21.591 2.804 0.068 -0.014 -0.085 0.000
H 6.472 23.924 13.374 -0.040 -0.265 -0.102 0.000
O 6.201 20.302 6.702 0.356 -1.324 -1.025 -0.009
H 8.267 21.523 10.760 0.926 0.106 0.386 -0.145
C 11.832 26.772 12.667 0.384 0.206 1.470 0.042
H 4.318 25.785 8.341 0.039 -0.113 0.252 0.005
H 11.016 21.442 11.546 0.838 1.171 -1.186 0.010
H 5.350 24.844 5.158 -0.059 -0.062 -0.059 0.002
H 7.187 19.561 11.945 -0.304 0.180 -0.340 0.281
C 5.867 25.075 7.026 -0.600 0.910 -0.630 -0.142
H 6.861 25.830 8.865 -0.724 -0.269 0.123 -0.001
O 7.191 20.962 9.242 -0.693 -0.656 -1.189 0.035
C 4.522 25.729 7.272 -0.105 0.010 1.436 0.057
H 5.164 20.601 4.067 0.201 0.300 0.059 0.000
O 13.433 17.384 9.544 0.851 0.196 0.236 -0.008
C 8.433 21.438 9.686 -0.030 -0.213 0.015 0.140
H 5.797 24.000 7.195 0.359 0.015 0.705 -0.008
H 4.437 17.492 10.420 -0.169 0.130 0.215 0.029
H 7.876 23.513 9.238 -0.345 -0.322 0.042 -0.015
C 12.730 22.385 12.732 -0.637 -0.626 -0.244 -0.023
H 9.735 23.926 5.340 0.362 -0.113 -0.278 0.002
H 12.580 27.175 13.350 0.412 0.411 -0.428 -0.003
O 13.094 26.987 10.641 0.488 0.872 -0.036 -0.007
O 5.237 21.364 11.162 0.724 0.747 -0.043 0.250
H 13.376 22.850 11.988 -0.032 0.023 -0.047 -0.012

=====

(2)
121
Properties=species:S:1:pos:R:3:forces:R:3:lowdin_charge:R:1 method="wB97M-V/def2-TZVPD" total_energy_ha=-2027.73928 smiles=COC[C@H](C)N.COC[C@H](C)N.COC[C@H](C)N.COC[C@H](C)N.COC[C@H](C)N.CC(C)O.CC(C)O.CC(C)O lumo_energy_ev=0.312 gap_ev=9.4
H -8.159 3.082 4.060 0.209 0.202 -0.295 0.085
H -8.010 1.439 3.425 -0.020 0.141 -0.689 0.080
H -0.097 -7.273 -1.997 0.131 -0.124 0.015 0.071
H -6.415 0.796 2.101 -0.195 -0.155 0.881 0.126
C 0.119 -0.163 0.654 -0.175 1.730 0.785 -0.195
H -3.270 1.049 0.993 0.010 0.656 -0.168 0.072
H 3.406 -4.742 -4.801 0.700 0.154 -0.402 0.090
H -6.952 1.956 4.673 0.040 0.073 0.276 0.075
H -0.459 -3.720 -1.773 -0.585 0.361 0.252 0.012
O 1.680 -4.205 -4.047 -1.027 -0.382 -0.819 -0.223
H 2.343 0.845 -0.113 0.036 -0.958 0.237 0.084
H 0.330 -0.698 -7.362 -0.092 -0.051 -0.041 0.076
C -3.521 0.704 1.997 -0.221 0.283 -1.556 -0.088
H 1.038 -0.526 1.114 0.539 0.050 -0.448 0.124
H 6.902 -1.998 4.653 -0.502 -0.948 0.439 0.075
H -1.760 -0.927 0.144 -0.231 -0.375 -0.037 0.127
H -5.853 2.125 1.208 0.853 -0.440 -0.532 0.126
N 0.221 4.302 3.731 0.537 -0.420 1.476 0.040
H 3.808 -1.129 2.604 -0.451 0.571 0.441 0.114
H 0.351 5.086 4.354 0.273 0.047 0.308 0.071
H -5.048 0.117 4.201 -0.066 -0.032 -0.436 0.077
H 4.698 3.195 -4.569 -0.341 -0.491 -0.187 0.086
H -0.796 -1.277 -4.812 -0.874 0.415 0.007 0.116
C 0.521 -1.254 -6.443 -0.102 0.814 0.126 -0.036
H -0.376 0.431 1.422 -0.038 0.188 0.292 0.114
H -4.005 -1.158 -2.806 0.095 0.196 -0.162 0.071
O -0.080 7.022 3.196 0.271 2.871 0.943 -0.183
H 6.141 -0.733 3.948 -0.581 0.403 -0.137 0.068
H 4.159 4.799 -0.705 -0.455 0.775 -0.299 0.084
H -1.222 1.125 -4.962 -0.024 -0.103 0.091 0.077
C -5.870 1.732 2.225 2.905 1.135 -1.329 -0.234
O 0.300 0.674 -0.491 0.252 0.034 0.088 -0.184
H -5.066 -2.536 0.518 0.443 -0.499 -0.128 0.075
C 1.970 -4.621 -2.736 -0.480 1.035 0.961 -0.205
H -0.120 9.056 3.639 0.165 -0.259 -0.013 0.085
C -4.438 1.612 2.837 0.190 -2.392 -1.148 -0.389
H -1.211 8.717 2.312 0.424 -0.669 -0.656 0.084
C -0.598 -2.412 1.267 -0.890 -0.322 1.637 -0.047
H -4.050 -0.217 1.753 0.044 -0.323 0.534 0.060
H 0.412 -2.610 1.625 0.394 0.199 -0.541 0.067
C -7.449 2.308 3.769 0.413 0.332 1.082 -0.096
N -0.458 -4.471 -2.448 0.279 0.058 0.222 0.059
H -0.006 2.956 1.551 -0.389 -0.523 -0.323 0.057
C 1.500 1.387 -0.540 1.597 -0.429 0.851 -0.120
H -0.725 6.554 1.403 -0.483 -0.369 -0.501 0.126
H 3.951 -4.129 4.031 -0.266 -0.949 -0.322 0.061
H 3.428 4.777 -3.495 -0.695 -0.264 -0.025 0.134
H -3.979 2.589 2.990 -0.376 0.169 -0.224 0.128
C 4.546 2.991 -3.509 0.111 0.708 -0.455 -0.043
H 0.701 -1.507 3.940 -0.223 -0.763 -0.102 0.073
C 1.712 -1.782 4.241 0.556 0.520 0.595 -0.117
H -3.635 -4.739 -1.969 0.385 0.330 -0.079 0.080
N -4.475 0.945 4.127 -0.164 0.715 1.322 0.029
C 4.724 -2.399 4.124 1.120 -0.003 -0.905 -0.437
O 5.239 5.170 -2.885 1.871 1.345 0.360 -0.024
C -0.782 8.297 3.222 0.165 -0.549 1.228 -0.071
C 0.706 -5.262 -2.099 1.187 -1.218 -0.571 -0.419
C -0.744 -1.303 0.267 0.347 -0.780 -0.289 -0.441
H 0.125 -2.264 -6.553 -0.033 0.085 0.011 0.074
H 1.567 2.250 0.123 -0.718 0.700 -0.506 0.073
C -0.693 3.793 1.680 0.766 -1.527 -1.276 -0.082
H -3.521 0.683 4.330 -0.095 -0.162 0.438 0.060
O 2.389 -2.555 3.287 0.577 0.149 -1.083 -0.216
H 1.779 -2.339 5.175 -0.616 0.264 0.268 0.092
H -3.280 -2.564 -3.587 0.341 -0.230 0.442 0.069
H 2.153 -0.799 4.402 0.542 0.059 0.004 0.090
H -0.695 3.928 3.936 -0.031 -0.110 0.422 0.064
H -2.908 -2.779 -1.106 0.073 0.148 0.288 0.105
H -1.014 -3.372 0.965 -0.162 0.171 -0.320 0.087
H -1.058 4.076 0.693 0.073 0.187 0.024 0.095
C -0.171 -0.510 -5.270 1.404 1.149 1.101 -0.431
O -6.433 2.799 2.878 -3.318 -0.137 1.509 -0.167
C -4.026 -2.246 -2.858 -0.476 0.901 0.058 -0.061
H 2.583 -3.499 -5.768 -0.328 -0.069 0.176 0.081
H 1.171 4.801 1.977 -0.094 0.622 -0.208 0.140
H -1.651 5.780 2.763 -0.484 0.206 -0.046 0.128
H 3.940 3.192 -1.004 0.166 -0.444 -0.332 0.073
H 3.400 -3.051 -4.260 0.015 0.214 0.223 0.090
C 3.698 4.155 -1.454 -0.793 -1.496 0.280 -0.051
H 0.804 -5.332 -1.016 0.305 0.306 0.110 0.132
H -0.081 -3.985 -3.250 -0.882 0.239 -0.788 0.049
C 0.595 -6.707 -2.620 -0.678 0.537 -0.252 -0.064
H 0.104 0.519 -3.353 -0.416 -0.388 0.212 0.059
C -4.880 -2.077 -0.453 0.956 -0.098 -0.454 -0.041
H -1.106 -2.137 2.192 -0.311 -0.026 0.166 0.077
H 5.039 -4.143 5.134 0.560 0.076 0.305 0.076
H 1.457 0.763 -4.317 0.444 -0.557 -0.517 0.075
C 0.723 -0.007 -4.079 -0.576 -0.982 -0.747 -0.054
H -1.524 3.404 2.269 -0.132 0.334 0.085 0.070
H -1.627 8.193 3.903 -0.142 0.005 0.161 0.084
H -5.871 -1.821 -0.828 0.173 0.008 -0.466 0.079
H 5.524 2.674 -3.145 -0.348 -0.550 0.438 0.094
H 1.896 1.531 -1.545 -0.876 0.541 -0.239 0.074
H 1.557 -7.212 -2.712 -0.042 -0.036 0.188 0.071
H -4.295 -1.177 -0.263 -0.438 0.414 0.123 0.044
H 2.610 4.156 -1.510 -0.071 0.489 0.697 0.081
H 1.085 -0.942 -3.653 0.733 0.353 0.490 0.067
H 4.339 -1.988 5.058 -0.493 0.236 -0.053 0.130
H 2.854 -5.254 -2.658 0.076 -0.187 -0.211 0.121
C -0.677 6.104 2.394 1.181 -1.298 -1.410 -0.255
C 6.111 -1.822 3.923 0.824 1.900 -0.741 -0.085
H 6.572 -2.047 2.962 -0.294 -0.478 -0.139 0.079
C 4.190 4.293 -2.885 -0.938 -0.013 0.269 -0.570
H 2.172 -3.653 -2.279 0.410 -0.022 1.037 0.112
C 0.165 4.782 2.395 -2.154 1.407 -0.215 -0.438
H 3.659 2.403 -3.274 0.522 -0.915 -0.493 0.071
H -0.001 -0.987 -1.510 -0.388 0.152 -0.796 0.048
H 0.134 -6.634 -3.605 0.111 -0.222 -0.162 0.075
C 2.816 -3.827 -4.756 0.587 -0.782 -0.139 -0.112
O -4.318 -4.188 -1.579 -0.765 -0.659 0.870 -0.063
O -0.818 0.691 -5.717 -0.465 -0.890 -0.952 -0.058
H -2.556 0.485 2.453 -0.141 -0.042 0.362 0.060
C 3.730 -2.163 2.941 -0.164 0.863 0.576 -0.167
H -4.985 -2.530 -3.292 -0.159 0.038 0.127 0.081
H 1.605 -1.330 -6.357 0.010 0.122 0.268 0.063
C -3.941 -2.828 -1.449 -0.459 -0.568 -0.672 -0.470
H 3.917 -2.675 1.997 0.570 -0.740 0.478 0.130
N -0.228 -1.818 -0.982 0.178 0.052 -0.682 0.065
H 5.000 5.666 -2.098 0.963 0.856 -0.243 0.074
N 4.903 -3.827 4.185 -1.189 -1.112 0.336 0.034
H 0.714 -2.078 -0.727 0.514 -0.765 -0.033 0.083